1.
A cluster of 3 separate species, C32H68N5O6PS in total, computed with ωB97M-V/def2-TZVPD.

Cartesian coordinates (Å):
C (0.57, -3.17, -0.24)
C (1.62, -2.53, -1.15)
C (1.78, -1.00, -0.93)
N (1.57, -0.60, 0.47)
C (2.65, 0.20, 1.07)
C (4.13, -0.15, 0.81)
C (4.58, -1.64, 0.88)
N (5.92, -1.63, 1.51)
N (4.81, -2.24, -0.46)
N (3.75, -2.55, 1.65)
C (2.52, 1.63, 0.45)
O (1.90, 2.03, -0.44)
O (3.28, 2.47, 1.27)
C (2.76, 2.22, 2.56)
C (1.72, 3.21, 3.12)
C (0.64, 3.66, 2.13)
O (-0.56, 2.86, 2.25)
C (-1.48, 3.24, 1.33)
O (-1.29, 3.28, 0.18)
P (4.22, 2.39, 3.75)
C (5.37, 3.73, 3.20)
O (3.62, 2.98, 5.19)
C (2.36, 0.63, 2.57)
S (3.53, -0.08, 3.88)
C (0.94, 0.37, 3.09)
C (0.61, -1.12, 3.40)
C (-0.80, -1.57, 2.97)
C (-1.94, -0.58, 3.28)
N (-2.89, -0.56, 2.16)
C (-2.33, 0.10, 0.96)
C (-4.08, 0.10, 2.50)
C (-5.06, 0.40, 1.38)
O (-4.33, 0.46, 3.60)
H (0.85, -2.99, 0.80)
H (0.56, -4.24, -0.44)
H (-0.42, -2.78, -0.47)
H (1.22, -2.61, -2.17)
H (2.57, -3.06, -1.16)
H (0.96, -0.56, -1.50)
H (2.69, -0.61, -1.39)
H (0.76, 0.01, 0.48)
H (4.38, 0.19, -0.20)
H (4.78, 0.43, 1.46)
H (5.75, -1.39, 2.49)
H (6.20, -2.62, 1.53)
H (5.81, -2.25, -0.60)
H (4.46, -1.63, -1.19)
H (3.90, -2.50, 2.64)
H (2.77, -2.56, 1.39)
H (1.28, 2.89, 4.06)
H (2.27, 4.13, 3.35)
H (0.37, 4.68, 2.44)
H (1.03, 3.74, 1.12)
H (-2.47, 3.55, 1.71)
H (5.36, 3.90, 2.13)
H (6.36, 3.42, 3.54)
H (5.13, 4.64, 3.76)
H (3.71, 2.27, 5.84)
H (3.01, -1.33, 4.10)
H (0.21, 0.70, 2.35)
H (0.74, 0.94, 3.99)
H (0.67, -1.25, 4.48)
H (1.38, -1.76, 2.99)
H (-1.01, -2.48, 3.53)
H (-0.79, -1.88, 1.93)
H (-1.60, 0.42, 3.59)
H (-2.49, -0.98, 4.12)
H (-2.79, -0.35, 0.08)
H (-2.50, 1.18, 0.94)
H (-1.26, -0.05, 0.85)
H (-4.77, 1.37, 0.95)
H (-5.00, -0.32, 0.56)
H (-6.05, 0.53, 1.78)
C (-11.34, -2.45, -1.00)
C (-10.66, -1.63, -2.09)
C (-9.14, -1.78, -2.09)
C (-8.43, -1.31, -0.82)
C (-8.69, 0.14, -0.44)
C (-8.19, 1.14, -1.48)
H (-11.04, -2.14, 0.00)
H (-12.43, -2.34, -1.07)
H (-11.11, -3.52, -1.11)
H (-10.94, -0.58, -1.98)
H (-11.04, -1.95, -3.06)
H (-8.73, -1.24, -2.95)
H (-8.89, -2.83, -2.26)
H (-7.36, -1.46, -0.94)
H (-8.73, -1.95, 0.02)
H (-8.18, 0.34, 0.51)
H (-9.75, 0.31, -0.25)
H (-7.12, 1.02, -1.65)
H (-8.36, 2.16, -1.14)
H (-8.71, 1.02, -2.43)
C (7.01, -0.28, -6.27)
C (5.94, 0.79, -6.06)
C (5.68, 1.12, -4.59)
C (5.16, -0.05, -3.75)
C (3.86, -0.67, -4.25)
C (2.68, 0.30, -4.25)
H (6.71, -1.23, -5.84)
H (7.18, -0.44, -7.33)
H (7.95, 0.03, -5.82)
H (5.01, 0.49, -6.55)
H (6.26, 1.71, -6.56)
H (4.98, 1.96, -4.53)
H (6.61, 1.48, -4.14)
H (5.01, 0.31, -2.72)
H (5.92, -0.83, -3.69)
H (3.61, -1.52, -3.61)
H (3.99, -1.09, -5.26)
H (2.51, 0.69, -3.25)
H (1.77, -0.21, -4.58)
H (2.84, 1.14, -4.93)

Its HOMO energy is -7.698 eV. Its multiplicity is 1. As for the LUMO energy: 0.2941 eV. As for the total charge: 0.

2.
A structure of composition C18H24Cl16FN3S, computed with ωB97M-V/def2-TZVPD.

Cartesian coordinates (Å):
C (-0.42, -4.69, -0.54)
C (-0.14, -4.01, -1.65)
C (0.50, -2.88, -2.61)
C (-0.23, -1.48, -2.77)
C (-1.62, -1.17, -1.98)
C (-2.85, -1.48, -2.98)
F (-3.26, -2.87, -2.77)
C (0.40, -0.34, -3.69)
N (-0.33, 0.94, -3.77)
C (1.76, -0.62, -4.42)
C (2.47, -2.02, -4.25)
N (3.74, -2.52, -4.78)
S (4.02, -4.13, -4.24)
N (2.64, -4.47, -3.26)
C (1.89, -3.23, -3.34)
H (-0.58, -5.27, 0.45)
H (-1.59, -1.83, -1.04)
H (-1.58, -0.07, -1.62)
H (-3.79, -0.83, -2.80)
H (-2.48, -1.39, -4.08)
H (0.27, 1.66, -4.21)
H (-0.54, 1.33, -2.83)
H (2.23, 0.21, -5.06)
C (-1.10, 1.92, -7.39)
Cl (-0.05, 0.69, -6.65)
Cl (-1.75, 3.02, -6.16)
H (-0.52, 2.49, -8.11)
H (-1.93, 1.42, -7.89)
C (-2.43, 4.43, -1.42)
Cl (-1.36, 3.17, -0.82)
Cl (-3.07, 5.42, -0.10)
H (-1.87, 5.07, -2.11)
H (-3.26, 3.97, -1.95)
C (-0.18, -2.51, 2.81)
Cl (-0.73, -3.35, 1.34)
Cl (0.44, -0.89, 2.44)
H (-1.02, -2.41, 3.50)
H (0.62, -3.09, 3.27)
C (0.02, -5.33, 5.12)
Cl (-0.32, -4.29, 6.51)
Cl (1.68, -5.11, 4.55)
H (-0.12, -6.37, 5.41)
H (-0.66, -5.08, 4.31)
C (1.39, 3.86, 2.43)
Cl (0.96, 2.15, 2.50)
Cl (0.71, 4.63, 0.99)
H (0.99, 4.36, 3.31)
H (2.47, 3.95, 2.40)
C (-0.89, -9.25, 5.83)
Cl (-1.23, -8.21, 7.21)
Cl (0.77, -9.03, 5.26)
H (-1.04, -10.29, 6.12)
H (-1.58, -9.00, 5.02)
C (-0.61, 8.07, 1.32)
Cl (-0.31, 9.70, 0.73)
Cl (-0.01, 7.86, 2.97)
H (-1.68, 7.87, 1.31)
H (-0.10, 7.35, 0.67)
C (3.49, 6.92, 4.75)
Cl (2.27, 5.87, 5.49)
Cl (4.20, 6.17, 3.32)
H (3.02, 7.86, 4.46)
H (4.28, 7.11, 5.48)

Its HOMO energy is -7.954 eV. Its multiplicity is 1. The relative energy (zero: lowest compared OMol25 entry of this formula, charge and spin) is 184.40 kcal per mole. As for the LUMO energy: -1.1293 eV. As for the total charge: 0.

3.
A cluster of 4 separate species, C28H49N2O3PSi in total, computed with ωB97M-V/def2-TZVPD.

Cartesian coordinates (Å):
C (0.38, -0.07, 5.38)
C (-0.90, -0.34, 4.59)
P (-1.39, 1.10, 3.58)
C (-3.09, 0.66, 3.13)
N (-0.45, 0.64, 2.06)
C (0.80, 1.12, 2.00)
C (1.63, 0.84, 0.94)
C (1.16, 0.07, -0.11)
C (2.03, -0.25, -1.28)
C (1.52, -0.26, -2.58)
C (2.34, -0.58, -3.62)
N (3.63, -0.88, -3.43)
Si (4.70, -1.35, -4.90)
C (3.69, -2.58, -5.84)
C (5.02, 0.16, -5.93)
C (6.29, -2.08, -4.29)
C (4.15, -0.86, -2.19)
C (3.38, -0.54, -1.10)
C (-0.15, -0.41, -0.05)
C (-0.92, -0.11, 1.05)
H (1.26, -0.24, 4.76)
H (0.41, -0.71, 6.25)
H (0.38, 0.96, 5.72)
H (-1.73, -0.52, 5.27)
H (-0.79, -1.21, 3.94)
H (-3.62, 1.52, 2.72)
H (-3.55, 0.45, 4.09)
H (-3.22, -0.22, 2.51)
H (1.12, 1.74, 2.83)
H (2.63, 1.26, 0.95)
H (0.48, -0.02, -2.78)
H (1.98, -0.60, -4.63)
H (4.36, -3.05, -6.57)
H (3.26, -3.34, -5.20)
H (2.88, -2.11, -6.41)
H (5.56, -0.21, -6.81)
H (4.11, 0.65, -6.26)
H (5.67, 0.89, -5.43)
H (6.23, -2.69, -3.39)
H (7.05, -1.31, -4.13)
H (6.64, -2.71, -5.11)
H (5.20, -1.10, -2.08)
H (3.83, -0.55, -0.12)
H (-0.56, -1.03, -0.83)
H (-1.93, -0.48, 1.14)
C (-3.12, 2.25, 8.43)
C (-1.68, 2.44, 8.90)
C (-1.06, 1.09, 8.56)
O (-1.75, 0.63, 7.38)
C (-2.92, 1.43, 7.16)
H (-3.65, 3.18, 8.24)
H (-3.69, 1.67, 9.16)
H (-1.20, 3.24, 8.34)
H (-1.60, 2.67, 9.96)
H (-1.21, 0.36, 9.36)
H (0.00, 1.15, 8.33)
H (-2.76, 2.08, 6.29)
H (-3.76, 0.77, 6.94)
C (1.59, -3.16, -10.86)
C (3.07, -3.30, -11.25)
C (3.76, -2.87, -9.97)
O (2.90, -3.24, -8.89)
C (1.62, -3.62, -9.41)
H (0.92, -3.75, -11.48)
H (1.29, -2.12, -10.93)
H (3.30, -4.35, -11.47)
H (3.35, -2.70, -12.11)
H (3.91, -1.78, -9.95)
H (4.73, -3.35, -9.83)
H (1.51, -4.70, -9.33)
H (0.84, -3.15, -8.80)
C (-7.11, 3.54, 3.77)
C (-7.50, 3.01, 5.15)
C (-6.37, 2.03, 5.43)
O (-5.21, 2.56, 4.77)
C (-5.60, 3.62, 3.89)
H (-7.56, 4.51, 3.53)
H (-7.40, 2.83, 2.99)
H (-7.49, 3.82, 5.88)
H (-8.48, 2.54, 5.17)
H (-6.60, 1.04, 5.02)
H (-6.15, 1.92, 6.49)
H (-5.28, 4.57, 4.32)
H (-5.08, 3.49, 2.94)

Its HOMO energy is -12.909 eV. Its multiplicity is 1. As for the LUMO energy: -7.1318 eV. As for the total charge: +2.

- multiplicity of number 3 (C28H49N2O3PSi)?
  1